[1]
Molecular formula: C5H4FN
Method: DFT, ωB97M-V with the def2-TZVPD basis set

Structure (ORCA input):
```
! RIJCOSX wB97M-V def2-TZVPD def2/J DEFGRID3
* xyz 0 1
C -1.041 0.859 -0.620
C -1.031 0.049 1.795
C 1.507 -1.033 -1.126
C -1.045 0.194 0.465
C 1.559 -0.551 -0.033
N -0.966 1.380 -1.708
F 1.932 -0.178 1.137
H -0.734 -0.898 2.169
H -1.176 0.917 2.448
H 1.685 -1.660 -1.944
H -0.690 0.921 -2.583
*
```

Calculated values
SMILES string: C=C=C=N.C#CF
lowest unoccupied orbital energy: -0.037 eV
DFT total energy: -9450.9871 eV
relative energy (zero: lowest compared OMol25 entry of this formula, charge and spin): 597.9 kJ/mol
gap between HOMO and LUMO: 8.53 eV

***

[2]
Molecular formula: C5H4FNO
Method: DFT, ωB97M-V with the def2-TZVPD basis set

Structure (ORCA input):
```
! RIJCOSX wB97M-V def2-TZVPD def2/J DEFGRID3
* xyz 0 1
C 1.763 -0.961 -0.970
C 0.782 -1.097 -0.079
C -0.272 -0.158 0.185
C -0.525 1.046 -0.304
C -1.865 0.771 1.308
H 2.660 -1.653 -1.079
H 0.810 -2.114 0.308
H 0.034 1.653 -1.047
H -2.760 1.083 1.829
N -1.247 -0.412 1.144
O -1.394 1.765 0.492
F 2.014 0.076 -1.788
*
```

Calculated values
SMILES string: F/C=C\c1cocn1
lowest unoccupied orbital energy: 0.885 eV
DFT total energy: -11503.0078 eV
relative energy (zero: lowest compared OMol25 entry of this formula, charge and spin): 151.0 kJ/mol
gap between HOMO and LUMO: 9.83 eV

***

- Look up the DFT total energy of the first one.
  -9450.9871 eV